1.
Computed, not measured: 3 unconnected molecules or ions with the total composition C39H39BF3N3O5P in a non-equilibrium geometry, with wB97M-V/def2-TZVPD.

Atoms and positions in Å:
C 2.4443 -7.0960 4.7314
B 2.8244 -5.6170 5.1057
O 2.8414 -5.1773 6.4018
C 3.1657 -4.5545 3.9341
N 4.2797 -5.0904 3.1778
C 3.4757 -3.1626 4.4826
N 3.6868 -2.1081 3.4712
C 2.9912 -2.3641 2.1847
P 2.8530 -0.8628 1.0903
C 3.0982 0.6094 2.1581
C 4.3226 -1.0149 0.0012
C 1.6542 -3.0265 2.5150
C 0.6528 -3.0973 1.3645
C -0.6775 -3.7631 1.7833
C -1.3330 -3.0899 2.9449
F -1.2006 -1.7422 2.9936
C -2.0990 -3.6781 3.8653
F -1.9830 -4.9495 4.2085
F -3.0344 -3.0699 4.5466
N 1.9611 -4.4254 2.9759
H 3.2310 -7.7876 5.0477
H 1.5184 -7.3768 5.2352
H 2.3387 -7.2376 3.6507
H 3.5679 -5.4764 6.9574
H 5.1444 -4.6052 3.3739
H 4.4368 -6.0802 3.3256
H 2.6327 -2.8721 5.1155
H 4.3466 -3.2073 5.1346
H 4.6774 -2.1075 3.2527
H 3.5798 -3.0953 1.6074
H 2.4121 1.3727 1.7915
H 2.9082 0.4049 3.2094
H 4.1076 1.0062 2.0243
H 4.0246 -1.6491 -0.8345
H 5.1942 -1.4521 0.4934
H 4.5682 -0.0340 -0.4055
H 1.1791 -2.4792 3.3335
H 1.0817 -3.6817 0.5449
H 0.4322 -2.0910 1.0223
H -1.3476 -3.6903 0.9200
H -0.5682 -4.8320 1.9850
H 2.1459 -5.0143 2.1609
H 1.1347 -4.7932 3.4486
C -0.4636 -0.8990 -6.6646
C -1.4614 -0.0022 -7.0302
C -2.3025 0.5325 -6.0690
C -2.1558 0.1660 -4.7376
C -1.1649 -0.7495 -4.3727
C -0.3157 -1.2725 -5.3397
C -1.0129 -1.1876 -2.9587
O -0.1503 -1.9788 -2.6299
C -1.9581 -0.6286 -1.9523
C -1.8637 -1.0534 -0.6359
C -2.7146 -0.5412 0.3261
C -3.6687 0.4097 -0.0235
C -3.7713 0.8359 -1.3370
C -2.9226 0.3130 -2.3057
C -3.0622 0.7667 -3.7179
O -3.8842 1.6033 -4.0226
H 0.1966 -1.3093 -7.4169
H -1.5814 0.2798 -8.0676
H -3.0790 1.2330 -6.3432
H 0.4545 -1.9722 -5.0468
H -1.1154 -1.7896 -0.3800
H -2.6360 -0.8836 1.3479
H -4.3300 0.8174 0.7293
H -4.5066 1.5751 -1.6221
C -3.0277 5.3186 -5.3315
C -3.0873 6.7065 -5.4028
C -2.6813 7.4779 -4.3260
C -2.2229 6.8640 -3.1676
C -2.1798 5.4702 -3.0911
C -2.5738 4.7030 -4.1780
C -1.7335 4.7790 -1.8502
O -1.6890 3.5662 -1.7846
C -1.3484 5.6231 -0.6832
C -0.9788 5.0060 0.5055
C -0.6067 5.7728 1.5961
C -0.5942 7.1606 1.5027
C -0.9655 7.7810 0.3223
C -1.3511 7.0165 -0.7715
C -1.7769 7.7084 -2.0240
O -1.7632 8.9173 -2.1028
H -3.3413 4.7179 -6.1749
H -3.4516 7.1871 -6.3010
H -2.7202 8.5572 -4.3740
H -2.5318 3.6262 -4.1074
H -0.9893 3.9263 0.5662
H -0.3241 5.2912 2.5230
H -0.2977 7.7580 2.3545
H -0.9636 8.8589 0.2402

Atoms 1-6, force components in eV/Å:
0.3 0.4 -0.4
-0.3 -0.2 0.2
0.7 0.3 -0.5
0.3 -0.1 0.5
-0.1 -0.1 0.0
-0.7 0.5 -0.3

The HOMO energy is -10.75 eV. The energy relative to the best compared isomer or geometry (same formula, charge and spin) comes out at 9.0 kcal per mole. For the maximum force, the calculation gives 1.32 eV/Å. As for the charge: +1. The multiplicity is 1. Its HOMO-LUMO gap is 7.99 eV.

***

2.
Computed, not measured: a molecular structure, C39H38FeNSi in a non-equilibrium geometry, with wB97M-V/def2-TZVPD.

Atoms and positions in Å:
C -1.2077 -3.0581 6.4114
C -1.2454 -1.7497 7.0475
C -2.0993 -0.8850 6.2480
C -2.5886 -1.6577 5.1184
C -2.0354 -2.9994 5.2161
Fe -0.6064 -1.6405 5.1793
C 0.9444 -2.4541 4.2498
C 1.3635 -1.5716 5.3300
C 0.7928 -0.2699 5.0917
C 0.0390 -0.3082 3.8149
C -0.6501 0.7478 3.1572
C -0.4315 2.1231 3.4226
C -1.4576 3.0795 3.1600
C -1.2260 4.4358 3.3348
C 0.0339 4.8968 3.7503
C 1.0583 3.9764 4.0158
C 0.8329 2.6137 3.8783
C 0.1028 -1.7060 3.3562
H -0.7215 -3.9463 6.8066
H -0.7964 -1.4895 8.0016
H -2.4055 0.1255 6.5047
H -3.3209 -1.3209 4.3894
H -2.2750 -3.8333 4.5615
H 1.2722 -3.4811 4.1012
H 2.0595 -1.8253 6.1275
H 0.9529 0.6417 5.6618
H -1.4990 0.4563 2.5304
H -2.4298 2.7120 2.8233
H -2.0298 5.1484 3.1468
H 0.2154 5.9659 3.8740
H 2.0402 4.3262 4.3363
H 1.6379 1.9037 4.0754
H -0.3273 -2.0255 2.4098
C -0.4172 -3.7121 -0.7291
C -1.0623 -3.6106 -1.9667
C -0.8705 -2.4821 -2.7749
C -0.0176 -1.4551 -2.3493
Si 0.2382 0.0671 -3.3813
C -0.6247 -0.0683 -5.0177
C -1.5867 0.8927 -5.3654
C -2.2662 0.7967 -6.5849
C -1.9818 -0.2493 -7.4712
C -1.0132 -1.2011 -7.1339
C -0.3367 -1.1140 -5.9102
C -0.3529 1.5396 -2.4076
C -1.3904 1.3609 -1.4800
C -1.8710 2.4486 -0.7404
C -1.3113 3.7190 -0.9151
C -0.2722 3.8986 -1.8350
C 0.2149 2.8123 -2.5755
C 2.0970 0.2383 -3.6764
C 2.7918 -0.9108 -4.4481
C 4.1609 -1.0577 -3.7600
C 4.0229 -0.3715 -2.3906
N 2.7146 0.2728 -2.3825
C 0.6529 -1.5732 -1.1248
C 0.4444 -2.6916 -0.3063
H -0.5801 -4.5864 -0.0950
H -1.7216 -4.4088 -2.3104
H -1.3883 -2.3960 -3.7339
H -1.8023 1.7115 -4.6727
H -3.0194 1.5428 -6.8402
H -2.5115 -0.3199 -8.4236
H -0.7809 -2.0190 -7.8176
H 0.4126 -1.8684 -5.6502
H -1.8239 0.3665 -1.3353
H -2.6825 2.2977 -0.0274
H -1.6866 4.5646 -0.3345
H 0.1645 4.8872 -1.9839
H 1.0327 2.9590 -3.2881
H 2.1647 1.1774 -4.2675
H 2.2160 -1.8388 -4.3244
H 2.8476 -0.6966 -5.5200
H 4.4561 -2.1042 -3.6547
H 4.9245 -0.5400 -4.3479
H 4.0520 -1.1092 -1.5781
H 4.8371 0.3467 -2.2067
H 2.6082 1.1137 -1.8228
H 1.3604 -0.7956 -0.8200
H 0.9650 -2.7639 0.6492

Atoms 1-6, force components in eV/Å:
-1.7 -1.6 1.2
-1.5 1.3 0.4
0.4 -0.1 3.1
-1.6 -2.8 -0.5
-1.7 0.5 -0.1
-0.4 1.0 -0.3

The HOMO energy (spin up / spin down) is -0.79 / -2.21 eV. For the maximum force, the calculation gives 3.26 eV/Å. As for the charge: -1. As for the expectation value of S²: 6.12. The multiplicity is 5. Its HOMO-LUMO gap (spin up / spin down) is 3.05 / 2.43 eV.